Entry from the Open Molecules 2025 dataset: a 5-piece molecular cluster, C35H66Cl2FN2O8PS overall (ωB97M-V with the def2-TZVPD basis set).

The SMILES is CCCN[C@]1(P(CC)CC)C(=O)N[C@@](OC[C@H](C)C(C)C)(S(C)(=O)=O)[C@@]1(/C(Cl)=C(/C)Cl)[C@@H](C)F.CC(C)=O.CC(C)=O.CC(C)=O.CC(C)=O. The relative energy (zero: lowest compared OMol25 entry of this formula, charge and spin) comes out at 624.4 kJ/mol. As for the HOMO energy: -0.258 hartree. As for the spin multiplicity: 1. The calculation puts the orbital gap at 7.36 eV.

Geometry as XYZ:
```
116
Properties=species:S:1:pos:R:3:lowdin_charge:R:1
C 0.29 -3.38 2.83 -0.13
C -1.00 -2.61 2.22 -0.19
C -0.89 -1.08 2.73 -0.22
N -0.38 -0.29 1.59 -0.05
C 0.31 1.00 2.02 -0.41
P 2.06 0.44 2.27 1.02
C 2.48 -0.42 3.88 -0.39
C 4.05 -0.80 3.99 -0.15
C 3.54 1.32 1.67 -0.45
C 4.65 0.39 0.91 -0.19
C -0.13 1.62 3.42 -0.36
O -0.04 1.31 4.61 0.07
N -0.95 2.79 3.15 0.10
C -1.56 2.61 1.78 -0.41
O -2.54 1.62 2.10 -0.17
C -3.35 1.88 3.26 -0.15
C -4.87 1.41 2.94 -0.27
C -5.85 2.64 3.31 -0.08
C -5.37 0.20 3.85 -0.37
C -4.34 -0.99 4.05 -0.11
C -6.65 -0.44 3.08 -0.10
S -2.62 3.99 1.10 0.78
C -2.01 4.69 -0.52 -0.14
O -2.73 5.07 2.14 -0.36
O -4.03 3.55 0.73 -0.38
C -0.21 2.14 0.97 -0.20
C -0.70 1.44 -0.38 -0.49
Cl -2.45 1.37 -0.96 0.73
C 0.13 0.77 -1.30 -0.63
C -0.43 0.09 -2.65 -0.16
Cl 1.89 0.54 -1.06 0.71
C 0.83 3.35 0.91 -0.22
C 1.46 3.69 -0.50 -0.07
F 0.33 4.65 1.36 -0.08
H 1.22 -2.82 2.46 0.07
H 0.25 -3.19 3.95 0.08
H 0.32 -4.48 2.56 0.06
H -1.92 -3.10 2.69 0.10
H -1.03 -2.69 1.09 0.11
H -0.23 -1.11 3.66 0.09
H -1.89 -0.66 3.03 0.08
H 0.38 -0.80 1.11 0.06
H 2.29 0.19 4.83 0.08
H 1.94 -1.41 4.05 0.06
H 4.65 0.18 3.98 0.07
H 4.22 -1.22 5.04 0.08
H 4.39 -1.53 3.19 0.07
H 4.12 1.77 2.56 0.08
H 3.40 2.21 0.95 0.04
H 4.72 0.64 -0.19 0.04
H 5.65 0.40 1.42 0.07
H 4.24 -0.68 1.00 0.06
H -0.65 3.73 3.41 0.15
H -2.92 1.31 4.15 0.13
H -3.45 2.95 3.59 0.12
H -4.95 1.21 1.83 0.14
H -5.59 2.92 4.39 0.09
H -5.65 3.56 2.69 0.07
H -6.95 2.35 3.29 0.07
H -5.74 0.56 4.86 0.13
H -4.89 -1.94 4.37 0.08
H -3.92 -1.24 3.01 0.08
H -3.48 -0.78 4.76 0.08
H -6.18 -1.12 2.27 0.08
H -7.25 -1.12 3.75 0.08
H -7.25 0.34 2.51 0.07
H -1.69 5.75 -0.30 0.08
H -1.18 4.08 -0.99 0.03
H -2.86 4.76 -1.29 0.09
H 0.42 -0.22 -3.33 0.05
H -1.09 0.79 -3.24 0.06
H -0.99 -0.86 -2.32 0.10
H 1.60 3.16 1.73 0.14
H 2.48 3.19 -0.69 0.05
H 0.82 3.42 -1.40 0.07
H 1.67 4.81 -0.59 0.10
C -2.16 -0.19 -7.45 -0.02
C -1.29 -0.58 -6.28 -0.49
O -1.77 -0.87 -5.20 0.05
C 0.20 -0.59 -6.50 -0.02
H -3.21 -0.22 -7.14 0.08
H -1.92 0.82 -7.77 0.09
H -2.01 -0.89 -8.27 0.08
H 0.54 0.40 -6.78 0.09
H 0.45 -1.31 -7.29 0.08
H 0.70 -0.89 -5.58 0.07
C 2.32 -1.89 -10.10 -0.03
C 0.91 -2.25 -10.49 -0.51
O 0.01 -1.43 -10.43 0.05
C 0.65 -3.65 -10.97 -0.02
H 2.36 -0.85 -9.78 0.08
H 2.65 -2.53 -9.28 0.09
H 2.98 -2.02 -10.96 0.09
H 0.90 -4.36 -10.18 0.09
H 1.24 -3.86 -11.86 0.09
H -0.41 -3.76 -11.21 0.08
C 6.40 4.12 -0.84 -0.02
C 7.12 2.82 -1.07 -0.49
O 6.85 1.83 -0.41 0.05
C 8.18 2.79 -2.13 -0.02
H 5.66 3.99 -0.05 0.08
H 7.11 4.89 -0.53 0.09
H 5.88 4.43 -1.75 0.09
H 8.97 3.50 -1.88 0.09
H 7.74 3.03 -3.10 0.09
H 8.61 1.79 -2.18 0.08
C -1.63 -6.59 5.55 -0.02
C -0.70 -6.61 4.36 -0.49
O 0.21 -5.80 4.26 0.03
C -0.94 -7.66 3.31 -0.02
H -1.34 -5.79 6.22 0.08
H -2.65 -6.42 5.21 0.09
H -1.56 -7.54 6.09 0.09
H -1.93 -7.53 2.88 0.09
H -0.84 -8.65 3.75 0.09
H -0.19 -7.55 2.52 0.08
```

***

Entry from the Open Molecules 2025 dataset: C35H68BN8NiSSb as an isolated structure (ωB97M-V with the def2-TZVPD basis set).

As for the HOMO energy (alpha / beta): -0.261 / -0.234 hartree. Its expectation value of S² is 2.013. As for the spin multiplicity: 3. The calculation puts the orbital gap (alpha / beta) at 7.26 / 6.52 eV.

Geometry as XYZ:
```
115
Properties=species:S:1:pos:R:3:mulliken_spin:R:1
Ni 1.14 -0.96 0.90 0.87
C -0.84 -4.91 0.22 0.47
C -0.80 -3.96 -0.97 -0.03
C 0.60 -3.90 -1.57 0.01
C -1.38 -2.61 -0.63 0.03
C -2.69 -2.24 -0.97 -0.01
C -2.86 -0.97 -0.47 0.00
C -4.03 -0.04 -0.64 0.00
C -5.29 -0.81 -1.04 0.00
C -3.70 1.02 -1.69 0.00
N -1.71 -0.64 0.18 0.00
N -0.79 -1.64 0.06 -0.01
B -1.48 0.56 1.14 -0.02
N -1.05 -0.01 2.54 0.00
N 0.23 -0.46 2.69 0.05
C 0.40 -0.77 3.97 -0.03
C -0.80 -0.57 4.66 0.00
C -1.71 -0.13 3.72 0.00
C -3.18 0.07 4.01 0.00
C -3.67 1.51 3.91 0.00
C -4.07 -0.89 3.21 0.00
C 1.68 -1.28 4.60 0.05
C 2.93 -1.07 3.74 0.00
C 1.88 -0.62 5.96 0.00
N -0.39 1.56 0.60 0.00
N 0.88 1.07 0.49 0.03
C 1.68 2.08 0.18 0.02
C 0.93 3.26 0.08 0.00
C -0.38 2.90 0.33 0.00
C -1.47 3.96 0.20 0.00
C -2.74 3.81 1.03 0.00
C -1.81 4.23 -1.27 0.00
C 3.16 1.90 0.06 -0.03
C 3.88 2.59 1.22 0.00
C 3.67 2.41 -1.29 0.00
H -0.44 -5.90 -0.01 -0.02
H -1.82 -4.98 0.69 0.00
H -0.08 -4.45 1.12 -0.04
H -1.47 -4.37 -1.73 0.03
H 1.30 -3.49 -0.84 0.00
H 0.63 -3.26 -2.45 0.00
H 0.94 -4.90 -1.85 0.00
H -3.40 -2.81 -1.55 0.00
H -4.23 0.47 0.30 0.00
H -5.17 -1.26 -2.03 0.00
H -6.15 -0.14 -1.07 0.00
H -5.51 -1.61 -0.33 0.00
H -3.64 0.57 -2.68 0.00
H -2.73 1.47 -1.47 0.00
H -4.45 1.81 -1.71 0.00
H -2.52 1.14 1.26 0.00
H -1.02 -0.76 5.70 0.00
H -3.27 -0.22 5.06 0.00
H -3.84 1.78 2.87 0.00
H -2.95 2.21 4.34 0.00
H -4.62 1.63 4.44 0.00
H -4.00 -0.67 2.15 0.00
H -5.11 -0.79 3.53 0.00
H -3.76 -1.92 3.36 0.00
H 1.57 -2.36 4.76 0.02
H 3.14 0.01 3.66 0.00
H 2.79 -1.47 2.75 0.00
H 3.78 -1.57 4.20 -0.01
H 1.93 0.47 5.85 0.00
H 2.80 -0.96 6.42 0.00
H 1.06 -0.85 6.64 0.00
H 1.29 4.25 -0.16 0.00
H -0.97 4.86 0.57 0.00
H -3.37 2.99 0.68 0.00
H -3.32 4.74 0.96 0.00
H -2.50 3.65 2.08 0.00
H -2.30 3.38 -1.73 0.00
H -0.90 4.45 -1.84 0.00
H -2.48 5.09 -1.34 0.00
H 3.33 0.83 0.11 0.00
H 3.70 3.68 1.19 0.00
H 4.96 2.42 1.16 0.00
H 3.51 2.23 2.18 0.00
H 3.46 3.47 -1.42 0.00
H 3.20 1.86 -2.11 0.00
H 4.76 2.27 -1.37 0.00
N 5.71 -1.69 -0.70 0.00
C 4.68 -1.38 0.11 0.01
N 4.98 -0.79 1.27 0.00
S 3.11 -1.74 -0.38 0.00
H 6.66 -1.45 -0.47 0.00
H 5.51 -2.10 -1.59 0.00
H 5.92 -0.50 1.49 0.00
H 4.23 -0.50 1.87 0.00
C 0.80 -3.89 2.11 0.77
H 1.00 -2.90 1.70 -0.09
H 1.67 -4.54 2.15 -0.05
H 0.21 -3.86 3.02 -0.01
C 3.53 -0.27 -4.26 0.00
C 2.06 -0.54 -4.61 0.00
Sb 0.71 0.00 -3.00 0.01
C 0.42 2.09 -3.55 0.00
C 0.68 2.48 -5.01 0.00
C -1.10 -0.68 -4.01 0.00
C -0.99 -0.99 -5.51 0.00
H 4.20 -0.61 -5.05 0.00
H 3.81 -0.78 -3.33 0.00
H 3.72 0.80 -4.12 0.00
H 1.91 -1.61 -4.79 0.00
H 1.77 -0.01 -5.52 0.00
H 1.04 2.68 -2.88 0.00
H -0.62 2.29 -3.28 0.00
H 1.72 2.30 -5.29 0.00
H 0.48 3.54 -5.17 0.00
H 0.05 1.92 -5.70 0.00
H -1.83 0.11 -3.83 0.00
H -1.45 -1.56 -3.47 0.00
H -0.67 -0.12 -6.09 0.00
H -1.95 -1.32 -5.91 0.00
H -0.27 -1.79 -5.70 0.00
```

***

Entry from the Open Molecules 2025 dataset: C35H68F16N5O17S4 as an isolated structure (ωB97M-V with the def2-TZVPD basis set).

As for the HOMO energy: -0.043 hartree. The net charge is -3. As for the spin multiplicity: 1. The calculation puts the orbital gap at 5.34 eV.

Geometry as XYZ:
```
145
Properties=species:S:1:pos:R:3:lowdin_charge:R:1
C -0.92 5.38 -6.24 -0.13
C -1.41 4.19 -5.57 -0.26
C -1.76 4.39 -4.06 -0.13
N -1.77 3.16 -3.26 -0.24
C -2.91 2.19 -3.73 0.07
C -0.46 2.36 -3.31 -0.07
C -0.55 1.41 -2.10 -0.12
C -1.38 2.23 -1.08 -0.13
C -2.00 3.46 -1.79 -0.09
H 0.08 5.65 -5.90 0.07
H -1.56 6.28 -6.01 0.09
H -0.80 5.20 -7.34 0.09
H -0.68 3.43 -5.67 0.08
H -2.30 3.79 -6.07 0.11
H -2.65 4.99 -3.84 0.14
H -0.99 5.06 -3.70 0.12
H -3.91 2.56 -3.48 0.11
H -2.72 1.24 -3.27 0.07
H -2.68 2.08 -4.81 0.08
H -0.35 1.90 -4.30 0.10
H 0.32 3.11 -3.13 0.14
H -1.03 0.45 -2.30 0.10
H 0.46 1.23 -1.68 0.11
H -2.17 1.64 -0.65 0.07
H -0.87 2.57 -0.20 0.11
H -3.06 3.61 -1.62 0.09
H -1.46 4.37 -1.54 0.13
C 7.14 -1.27 4.60 -0.09
C 5.83 -0.44 4.38 -0.22
C 5.36 -0.69 2.94 -0.12
N 4.11 0.01 2.38 -0.23
C 4.42 0.75 1.13 0.02
C 3.34 0.87 3.41 -0.07
C 2.50 -0.08 4.30 -0.09
C 2.62 -1.42 3.53 -0.15
C 3.03 -1.07 2.17 -0.12
H 7.54 -1.17 5.61 0.07
H 7.91 -0.95 3.88 0.08
H 6.89 -2.30 4.38 0.07
H 6.02 0.63 4.54 0.11
H 5.15 -0.83 5.15 0.10
H 5.25 -1.77 2.80 0.13
H 6.18 -0.39 2.24 0.13
H 3.50 1.10 0.66 0.11
H 4.99 0.13 0.45 0.08
H 5.02 1.56 1.48 0.10
H 2.63 1.45 2.80 0.14
H 4.02 1.51 3.90 0.10
H 1.51 0.28 4.27 0.09
H 2.94 -0.18 5.29 0.10
H 1.70 -1.99 3.43 0.12
H 3.40 -2.06 3.94 0.11
H 2.22 -0.61 1.53 0.16
H 3.38 -1.87 1.52 0.15
C -1.70 -0.64 1.14 0.01
C -1.65 0.27 2.34 -0.58
O -0.56 0.70 2.75 -0.01
N -2.80 0.67 2.80 0.03
H -3.66 0.30 2.44 0.14
H -2.66 -2.05 3.79 0.07
C -3.12 1.78 3.67 -0.03
H -0.83 -0.50 0.53 0.07
H -2.50 -0.25 0.49 0.08
H -1.86 -1.67 1.43 0.06
H -4.02 2.07 3.14 0.07
H -2.39 2.58 3.54 0.09
H -3.37 1.55 4.72 0.09
C -1.19 -0.06 -6.13 -0.54
O -1.34 -0.67 -4.79 -0.12
O -1.35 1.19 -6.12 -0.14
C 0.28 -0.32 -6.52 -0.59
F 0.48 -1.69 -6.52 0.08
F 0.61 0.09 -7.74 0.14
F 1.09 0.23 -5.66 0.17
C -2.29 -1.79 -4.79 -0.24
C -3.52 -1.40 -4.01 -0.08
H -4.24 -2.20 -3.96 0.07
H -3.33 -1.22 -2.95 0.07
H -3.97 -0.51 -4.42 0.06
H -1.91 -2.69 -4.32 0.10
H -2.53 -2.07 -5.83 0.11
H -1.88 -0.68 -6.71 0.13
C 6.68 -1.73 -1.96 -0.49
O 5.51 -0.93 -1.55 -0.16
O 7.36 -1.58 -3.11 -0.20
C 7.52 -1.34 -0.65 -0.50
F 7.61 -0.07 -0.21 0.08
F 7.00 -1.94 0.54 0.01
F 8.81 -1.65 -0.76 0.11
C 4.62 -0.72 -2.72 -0.25
C 3.97 0.54 -2.48 -0.11
H 4.68 1.33 -2.22 0.09
H 3.32 0.77 -3.34 0.09
H 3.32 0.42 -1.64 0.04
H 3.84 -1.49 -2.69 0.12
H 5.13 -0.77 -3.68 0.12
H 6.51 -2.78 -1.56 0.14
C -0.07 -4.87 -1.44 -0.49
O 1.19 -4.84 -2.20 -0.12
O -0.05 -5.81 -0.52 -0.21
C -0.17 -3.38 -0.70 -0.52
F -1.43 -3.37 -0.20 0.08
F 0.70 -3.19 0.35 0.07
F 0.01 -2.31 -1.47 0.11
C 1.11 -4.25 -3.46 -0.36
C 2.40 -4.37 -4.14 -0.09
H 3.23 -3.73 -3.87 0.06
H 2.68 -5.45 -4.02 0.10
H 2.17 -4.12 -5.16 0.06
H 0.66 -3.28 -3.53 0.10
H 0.44 -4.97 -3.98 0.12
H -0.82 -4.92 -2.24 0.12
C -3.20 -3.69 4.27 -0.36
O -2.01 -4.05 3.72 -0.08
O -3.34 -2.33 4.37 0.08
C -4.32 -4.20 3.26 -0.44
F -5.56 -4.33 3.85 0.11
F -4.45 -3.32 2.17 0.09
F -3.98 -5.35 2.66 0.15
C -1.04 -4.44 4.67 -0.22
C 0.22 -4.71 3.81 -0.05
H 0.30 -4.05 2.94 0.07
H 1.17 -4.74 4.34 0.06
H 0.19 -5.75 3.42 0.09
H -1.46 -5.31 5.24 0.13
H -0.85 -3.59 5.36 0.13
H -3.30 -4.17 5.23 0.15
N -4.81 4.97 6.11 -0.30
S -6.13 3.98 6.12 0.53
O -5.97 2.75 5.38 -0.31
O -7.21 4.88 5.76 -0.33
F -6.47 3.45 7.52 -0.16
S -3.58 4.88 7.03 0.43
O -2.64 5.76 6.45 -0.30
O -3.16 3.60 7.55 -0.32
F -4.04 5.61 8.37 -0.22
N -4.38 3.06 0.21 -0.34
S -4.17 4.44 0.98 0.57
O -4.45 5.50 0.06 -0.30
O -3.05 4.36 1.90 -0.28
F -5.55 4.53 1.93 -0.23
S -5.71 2.53 -0.39 0.50
O -6.10 3.12 -1.61 -0.29
O -6.62 2.17 0.63 -0.26
F -5.10 1.07 -1.06 -0.27
```